No. 1
Here is 3 unconnected molecules or ions with the total composition C32H36Cl2N3O4 from the OMol25 dataset. Energies are from wB97M-V/def2-TZVPD.

Geometry (Å):
C (1.461, -2.269, 3.974)
C (1.146, -3.278, 3.349)
C (0.369, -4.348, 2.530)
C (0.096, -3.949, 1.010)
N (-1.340, -3.914, 0.527)
C (-1.731, -2.784, 0.013)
C (-0.625, -1.605, 0.037)
C (-0.613, -0.889, -1.381)
C (-0.300, 0.671, -1.328)
C (-1.292, 1.638, -1.970)
C (-1.060, 3.133, -1.951)
C (0.175, 3.740, -1.294)
C (1.169, 2.786, -0.703)
C (0.928, 1.283, -0.726)
C (-0.805, -0.758, 1.379)
C (-2.291, -0.297, 1.713)
C (-3.164, 0.182, 0.478)
Cl (-3.212, -1.535, 2.747)
C (0.618, -2.577, 0.429)
C (1.647, -3.013, -0.715)
C (2.873, -1.964, -0.906)
C (2.929, -1.459, -2.411)
Cl (4.607, -0.788, -2.794)
H (1.668, -1.304, 4.517)
H (1.019, -5.287, 2.524)
H (-0.586, -4.669, 3.072)
H (0.459, -4.883, 0.457)
H (-1.877, -4.785, 0.642)
H (-2.800, -2.751, -0.344)
H (0.112, -1.329, -2.130)
H (-1.644, -0.966, -1.872)
H (-2.255, 1.307, -2.460)
H (-1.795, 3.877, -2.392)
H (0.368, 4.846, -1.231)
H (2.119, 3.188, -0.227)
H (1.730, 0.652, -0.252)
H (-0.142, 0.153, 1.461)
H (-0.491, -1.450, 2.235)
H (-2.191, 0.613, 2.396)
H (-2.870, 1.245, 0.241)
H (-4.245, 0.232, 0.849)
H (-3.174, -0.518, -0.406)
H (1.249, -1.891, 1.066)
H (1.164, -3.129, -1.748)
H (2.156, -4.015, -0.521)
H (3.851, -2.529, -0.728)
H (2.842, -1.142, -0.132)
H (2.843, -2.394, -3.063)
H (2.101, -0.749, -2.701)
C (2.272, 2.411, 8.661)
C (3.109, 2.990, 7.714)
C (2.902, 2.750, 6.362)
C (1.848, 1.930, 5.970)
C (1.011, 1.341, 6.912)
C (1.227, 1.585, 8.262)
N (1.610, 1.694, 4.544)
O (2.374, 2.210, 3.746)
O (0.654, 0.994, 4.231)
H (2.434, 2.606, 9.716)
H (3.923, 3.632, 8.030)
H (3.561, 3.207, 5.633)
H (0.191, 0.698, 6.612)
H (0.579, 1.134, 9.004)
C (-0.632, 2.331, -6.006)
C (-0.990, 2.733, -7.288)
C (-2.033, 2.097, -7.951)
C (-2.713, 1.063, -7.318)
C (-2.357, 0.651, -6.039)
C (-1.311, 1.289, -5.384)
N (-3.831, 0.406, -8.003)
O (-4.105, 0.780, -9.130)
O (-4.426, -0.476, -7.402)
H (0.179, 2.832, -5.488)
H (-0.456, 3.544, -7.770)
H (-2.303, 2.419, -8.950)
H (-2.881, -0.158, -5.543)
H (-1.027, 0.977, -4.385)

Kohn-Sham gap = 7.54 eV
LUMO level = -3.97 eV
Total charge = +1



No. 2
Here is 4 unconnected molecules or ions with the total composition C32H36ClF3N3 from the OMol25 dataset. Energies are from wB97M-V/def2-TZVPD.

Geometry (Å):
C (-4.622, -1.894, -4.791)
C (-3.146, -2.584, -4.717)
C (-2.119, -1.521, -4.068)
Cl (-0.461, -1.499, -4.848)
N (-2.124, -1.752, -2.593)
C (-1.418, -2.896, -2.071)
N (-0.665, -3.828, -2.669)
N (-1.690, -2.794, -0.589)
C (-1.829, -1.312, -0.295)
C (-2.270, -0.575, -1.682)
C (-1.567, 0.817, -2.042)
C (-1.456, 1.749, -0.719)
C (-2.574, 1.806, 0.374)
C (-2.483, 2.655, 1.671)
C (-1.228, 3.522, 1.954)
C (-0.116, 3.520, 0.875)
C (-0.205, 2.659, -0.435)
C (1.028, 2.773, -1.435)
H (-4.527, -0.876, -5.314)
H (-5.380, -2.570, -5.337)
H (-4.987, -1.708, -3.716)
H (-3.289, -3.487, -4.007)
H (-2.816, -2.998, -5.726)
H (-2.582, -0.483, -4.255)
H (0.228, -3.606, -3.151)
H (-0.885, -4.842, -2.623)
H (-2.705, -3.047, -0.586)
H (-2.693, -1.047, 0.406)
H (-0.797, -0.917, -0.004)
H (-3.390, -0.314, -1.800)
H (-2.125, 1.438, -2.834)
H (-0.490, 0.654, -2.393)
H (-3.497, 1.164, 0.204)
H (-3.380, 2.565, 2.386)
H (-1.204, 4.109, 2.929)
H (0.801, 4.173, 1.090)
H (2.014, 3.063, -0.919)
H (1.176, 1.833, -2.082)
H (0.806, 3.627, -2.183)
F (3.743, -1.794, 5.075)
C (3.059, -1.900, 3.926)
C (3.730, -1.767, 2.720)
C (3.022, -1.881, 1.529)
C (1.649, -2.116, 1.557)
C (0.986, -2.243, 2.774)
C (1.695, -2.140, 3.965)
H (4.797, -1.576, 2.718)
H (3.538, -1.787, 0.579)
H (1.096, -2.201, 0.627)
H (-0.084, -2.423, 2.794)
H (1.196, -2.245, 4.922)
F (2.667, 1.901, -3.962)
C (2.115, 2.570, -4.989)
C (1.373, 1.876, -5.932)
C (0.797, 2.568, -6.993)
C (0.978, 3.945, -7.103)
C (1.729, 4.630, -6.152)
C (2.296, 3.941, -5.086)
H (1.251, 0.804, -5.834)
H (0.209, 2.036, -7.732)
H (0.532, 4.483, -7.933)
H (1.873, 5.702, -6.242)
H (2.877, 4.459, -4.331)
F (-0.856, -0.382, 9.010)
C (0.464, -0.624, 8.968)
C (1.202, -0.576, 10.139)
C (2.569, -0.832, 10.096)
C (3.183, -1.123, 8.880)
C (2.432, -1.164, 7.709)
C (1.063, -0.918, 7.753)
H (0.709, -0.340, 11.075)
H (3.155, -0.805, 11.008)
H (4.250, -1.318, 8.847)
H (2.913, -1.387, 6.761)
H (0.461, -0.954, 6.853)

Kohn-Sham gap = 5.57 eV
LUMO level = -4.81 eV
Total charge = +1



No. 3
Here is a molecular structure, C32H36ClN9OS3V from the OMol25 dataset. Energies are from wB97M-V/def2-TZVPD.

Geometry (Å):
V (-2.682, 1.298, 0.937)
N (-3.184, -2.168, 2.054)
C (-4.105, -1.197, 2.257)
N (-4.067, 0.012, 1.656)
C (-5.134, 0.815, 2.139)
C (-5.941, 0.230, 3.006)
S (-5.495, -1.499, 3.238)
C (-5.200, 2.162, 1.579)
C (-6.187, 3.051, 1.705)
S (-5.903, 4.452, 0.788)
C (-4.368, 3.896, 0.370)
N (-4.082, 2.672, 0.837)
N (-3.525, 4.627, -0.417)
H (-2.645, -2.331, 1.214)
H (-3.380, -3.084, 2.488)
H (-6.868, 0.661, 3.359)
H (-7.150, 2.864, 2.196)
H (-3.682, 5.570, -0.667)
H (-2.579, 4.362, -0.618)
S (1.031, 2.496, 6.252)
C (0.098, 2.133, 4.880)
C (-0.015, 0.835, 4.249)
C (-0.731, 0.712, 3.090)
N (-1.451, 1.724, 2.532)
C (-1.330, 2.963, 3.101)
C (-0.540, 3.205, 4.259)
C (1.261, 0.925, 7.056)
C (0.320, 0.603, 8.002)
C (0.540, -0.536, 8.730)
N (1.657, -1.257, 8.654)
C (2.610, -0.880, 7.800)
C (2.455, 0.244, 7.010)
H (0.588, 0.017, 4.752)
H (-0.719, -0.282, 2.634)
H (-1.926, 3.692, 2.601)
H (-0.522, 4.181, 4.713)
H (-0.558, 1.252, 8.151)
H (-0.163, -0.949, 9.470)
H (3.581, -1.411, 7.740)
H (3.189, 0.543, 6.348)
C (0.229, -1.963, -1.430)
C (1.462, -1.859, -2.393)
C (2.424, -2.949, -1.909)
C (0.914, -2.150, -3.817)
C (2.147, -0.469, -2.274)
O (2.375, -0.158, -0.885)
C (3.508, -0.213, -3.016)
C (3.672, 0.231, -4.507)
C (3.563, -0.890, -5.551)
C (2.702, -0.756, -6.646)
C (2.389, -1.819, -7.465)
C (3.019, -3.044, -7.214)
Cl (2.618, -4.371, -8.261)
C (3.972, -3.159, -6.212)
C (4.227, -2.082, -5.362)
C (1.226, 0.735, -2.772)
N (-0.145, 0.744, -2.177)
C (-0.410, 0.907, -0.902)
N (-1.747, 1.043, -0.776)
C (-2.266, 0.946, -2.073)
N (-1.286, 0.694, -2.919)
H (0.092, -3.038, -1.241)
H (-0.658, -1.608, -1.962)
H (0.551, -1.517, -0.445)
H (1.996, -3.921, -2.102)
H (2.685, -2.913, -0.865)
H (3.345, -3.079, -2.433)
H (0.171, -2.937, -3.658)
H (1.612, -2.467, -4.588)
H (0.429, -1.242, -4.244)
H (3.292, -0.385, -0.599)
H (4.066, -1.153, -2.899)
H (3.990, 0.537, -2.434)
H (4.671, 0.663, -4.629)
H (3.002, 1.043, -4.790)
H (2.269, 0.228, -6.837)
H (1.581, -1.761, -8.272)
H (4.434, -4.143, -6.084)
H (4.927, -2.304, -4.545)
H (0.990, 0.591, -3.847)
H (1.724, 1.691, -2.651)
H (0.351, 0.812, -0.176)
H (-3.311, 0.880, -2.285)

Kohn-Sham gap (alpha / beta) = 3.77 / 4.40 eV
Multiplicity = 3
LUMO level (alpha / beta) = -9.86 / -9.22 eV
Total charge = +3



No. 4
Here is a molecular structure, C32H36F4N4O3PSSe2Ta from the OMol25 dataset. Energies are from wB97M-V/def2-TZVPD.

Geometry (Å):
Ta (0.520, -0.435, 0.068)
C (2.468, 0.696, -2.753)
N (2.748, 0.189, -1.426)
C (3.679, 1.157, -0.802)
C (3.361, -1.135, -1.485)
C (3.277, -1.868, -0.131)
N (1.898, -1.842, 0.376)
C (1.653, -2.797, 1.392)
C (2.116, -2.662, 2.684)
F (2.901, -1.625, 3.045)
C (1.743, -3.597, 3.672)
F (2.242, -3.438, 4.910)
C (0.860, -4.658, 3.487)
C (0.450, -4.755, 2.164)
F (-0.346, -5.732, 1.772)
C (0.782, -3.869, 1.159)
F (0.275, -4.089, -0.063)
H (3.329, 0.972, -3.302)
H (1.807, 1.562, -2.643)
H (1.934, 0.031, -3.392)
H (4.519, 1.256, -1.468)
H (4.001, 0.751, 0.167)
H (3.241, 2.142, -0.680)
H (4.395, -1.253, -1.791)
H (2.770, -1.737, -2.148)
H (3.847, -1.269, 0.518)
H (3.648, -2.836, -0.298)
H (0.573, -5.338, 4.269)
Se (1.823, 1.195, 1.802)
P (0.386, 2.749, 1.263)
Se (-0.891, 1.793, -0.191)
C (1.170, 4.193, 0.518)
C (1.461, 4.193, -0.849)
C (2.020, 5.379, -1.372)
C (2.111, 6.568, -0.657)
C (1.798, 6.544, 0.716)
C (1.319, 5.343, 1.253)
C (-0.618, 3.337, 2.602)
C (-1.474, 4.464, 2.382)
C (-2.433, 4.715, 3.324)
C (-2.504, 4.085, 4.560)
C (-1.678, 2.982, 4.718)
C (-0.813, 2.552, 3.736)
H (1.207, 3.389, -1.477)
H (2.340, 5.330, -2.399)
H (2.531, 7.415, -1.147)
H (1.983, 7.376, 1.357)
H (1.080, 5.410, 2.331)
H (-1.475, 5.055, 1.481)
H (-2.970, 5.637, 3.150)
H (-3.147, 4.548, 5.255)
H (-1.610, 2.430, 5.673)
H (-0.265, 1.610, 3.844)
O (-0.281, -0.804, 2.009)
N (-1.226, -1.640, 2.186)
N (-1.729, -2.060, 1.109)
O (-1.152, -1.716, -0.018)
C (-2.851, -3.022, 1.019)
C (-3.042, -3.653, -0.162)
C (-4.196, -4.417, -0.288)
C (-5.043, -4.608, 0.819)
C (-4.806, -4.039, 1.978)
C (-3.708, -3.202, 2.135)
H (-2.374, -3.505, -0.971)
H (-4.525, -4.806, -1.209)
H (-5.930, -5.199, 0.638)
H (-5.408, -3.927, 2.821)
H (-3.601, -2.567, 2.974)
C (-0.579, -2.739, -5.104)
C (0.042, -1.716, -4.131)
S (-1.084, -1.404, -2.740)
O (-0.021, -0.551, -1.860)
C (-2.187, -0.060, -3.343)
C (-1.595, 1.190, -3.967)
H (0.015, -2.794, -6.012)
H (-1.582, -2.342, -5.403)
H (-0.502, -3.794, -4.721)
H (0.391, -0.723, -4.597)
H (0.896, -2.127, -3.564)
H (-2.793, 0.037, -2.402)
H (-2.697, -0.644, -4.043)
H (-0.884, 1.657, -3.313)
H (-2.424, 1.949, -4.052)
H (-1.168, 1.113, -4.964)

Kohn-Sham gap = 7.55 eV
LUMO level = -6.20 eV
Total charge = +2
Energy above the lowest of the compared OMol25 structures with the same formula, charge and spin = 13.0 kcal/mol



No. 5
Here is a molecular structure, C32H36N3O4SeV from the OMol25 dataset. Energies are from wB97M-V/def2-TZVPD.

Geometry (Å):
V (0.612, -0.160, -0.647)
C (-2.433, -2.798, 3.235)
C (-0.911, -2.668, 3.263)
C (-0.396, -3.184, 4.613)
C (-0.416, -1.255, 3.000)
C (0.953, -0.988, 3.098)
C (1.430, 0.305, 3.050)
C (0.568, 1.384, 2.854)
C (1.107, 2.787, 2.862)
C (-0.775, 1.115, 2.645)
C (-1.266, -0.189, 2.727)
H (-2.717, -3.838, 3.414)
H (-2.846, -2.497, 2.271)
H (-2.887, -2.185, 4.017)
H (-0.504, -3.311, 2.482)
H (-0.731, -2.530, 5.422)
H (0.691, -3.225, 4.641)
H (-0.776, -4.192, 4.799)
H (1.655, -1.801, 3.224)
H (2.490, 0.492, 3.171)
H (1.780, 2.908, 2.011)
H (1.673, 2.976, 3.776)
H (0.302, 3.520, 2.789)
H (-1.466, 1.931, 2.464)
H (-2.334, -0.339, 2.631)
C (-1.999, -4.535, -4.949)
C (-3.129, -3.548, -4.831)
C (-4.280, -3.676, -5.592)
C (-5.327, -2.769, -5.488)
C (-5.229, -1.725, -4.582)
C (-4.096, -1.582, -3.800)
C (-3.028, -2.473, -3.930)
N (-1.865, -2.376, -3.164)
C (-1.317, -1.278, -2.529)
N (-1.603, -0.081, -3.067)
C (-1.301, 1.198, -2.537)
C (-0.557, 1.305, -1.355)
C (-0.399, 2.613, -0.865)
C (-0.908, 3.723, -1.522)
C (-1.586, 3.565, -2.724)
C (-1.799, 2.299, -3.247)
C (-2.532, 2.129, -4.557)
N (-0.514, -1.441, -1.511)
C (-0.376, -2.769, -1.016)
C (-1.389, -3.288, -0.207)
C (-1.334, -4.586, 0.269)
C (-0.251, -5.389, -0.056)
C (0.734, -4.894, -0.899)
C (0.682, -3.606, -1.421)
C (1.680, -3.162, -2.451)
H (-2.189, -5.242, -5.755)
H (-1.873, -5.107, -4.025)
H (-1.055, -4.026, -5.154)
H (-4.359, -4.499, -6.292)
H (-6.212, -2.883, -6.101)
H (-6.046, -1.023, -4.471)
H (-4.040, -0.794, -3.061)
H (-1.398, -3.243, -2.943)
H (-2.053, -0.105, -3.966)
H (0.172, 2.756, 0.045)
H (-0.747, 4.719, -1.122)
H (-1.949, 4.432, -3.266)
H (-2.764, 3.105, -4.982)
H (-3.476, 1.587, -4.433)
H (-1.923, 1.588, -5.288)
H (-2.226, -2.641, 0.031)
H (-2.128, -4.964, 0.901)
H (-0.181, -6.397, 0.333)
H (1.560, -5.533, -1.188)
H (2.558, -3.805, -2.436)
H (1.996, -2.133, -2.285)
H (1.237, -3.213, -3.453)
O (2.096, 1.188, 0.330)
Se (2.995, 0.028, -0.396)
O (4.554, 0.363, -0.512)
O (2.205, -0.075, -1.874)
O (2.644, -1.385, 0.324)

Kohn-Sham gap (alpha / beta) = 5.30 / 4.70 eV
Multiplicity = 2
LUMO level (alpha / beta) = 2.28 / 2.28 eV
Total charge = -1
Energy above the lowest of the compared OMol25 structures with the same formula, charge and spin = 78.7 kcal/mol



No. 6
Here is 2 unconnected molecules or ions with the total composition C32H36NO4 from the OMol25 dataset. Energies are from wB97M-V/def2-TZVPD.

Geometry (Å):
C (3.559, -0.384, 2.905)
O (3.036, -1.570, 3.528)
C (2.067, -2.181, 2.826)
O (1.721, -1.808, 1.721)
C (1.509, -3.357, 3.594)
C (2.455, -4.583, 3.576)
C (1.570, -5.790, 3.269)
C (0.135, -5.267, 3.179)
N (0.264, -3.822, 3.053)
C (-0.882, -3.041, 3.068)
C (-1.154, -2.042, 2.161)
C (-2.383, -1.215, 2.178)
C (-3.486, -1.765, 3.116)
C (-2.915, -2.347, 4.409)
C (-1.908, -3.450, 4.113)
H (4.278, -0.029, 3.633)
H (4.034, -0.619, 1.951)
H (2.765, 0.354, 2.742)
H (1.405, -3.002, 4.638)
H (3.242, -4.456, 2.818)
H (2.923, -4.646, 4.566)
H (1.848, -6.236, 2.309)
H (1.664, -6.551, 4.049)
H (-0.404, -5.683, 2.319)
H (-0.419, -5.577, 4.079)
H (-0.451, -1.822, 1.366)
H (-2.126, -0.184, 2.489)
H (-2.775, -1.143, 1.150)
H (-4.207, -0.971, 3.347)
H (-4.020, -2.568, 2.583)
H (-2.416, -1.562, 4.992)
H (-3.723, -2.765, 5.017)
H (-2.450, -4.337, 3.737)
H (-1.403, -3.753, 5.044)
C (-0.891, -3.899, -4.804)
O (-1.921, -3.362, -3.951)
C (-1.717, -2.233, -3.229)
C (-2.832, -1.770, -2.478)
C (-2.743, -0.603, -1.754)
C (-1.517, 0.135, -1.675)
C (-1.446, 1.339, -0.931)
C (-0.631, 2.470, -1.230)
C (-0.691, 3.598, -0.360)
C (0.178, 4.656, -0.467)
C (1.078, 4.710, -1.542)
O (1.902, 5.831, -1.598)
C (1.912, 6.662, -2.726)
C (1.304, 7.915, -2.606)
C (1.098, 8.666, -3.764)
C (1.594, 8.212, -4.995)
C (2.283, 6.993, -5.070)
C (2.470, 6.216, -3.922)
C (1.138, 3.663, -2.471)
C (0.237, 2.607, -2.360)
C (-0.388, -0.405, -2.353)
C (-0.481, -1.536, -3.145)
H (-1.349, -4.802, -5.197)
H (-0.650, -3.211, -5.622)
H (0.015, -4.148, -4.240)
H (-3.754, -2.347, -2.543)
H (-3.639, -0.192, -1.289)
H (-2.194, 1.487, -0.141)
H (-1.474, 3.621, 0.405)
H (0.157, 5.496, 0.228)
H (0.965, 8.256, -1.630)
H (0.547, 9.606, -3.699)
H (1.438, 8.813, -5.898)
H (2.667, 6.628, -6.024)
H (3.014, 5.274, -3.948)
H (1.860, 3.698, -3.289)
H (0.168, 1.901, -3.187)
H (0.569, 0.108, -2.289)
H (0.374, -1.877, -3.734)

Kohn-Sham gap = 4.30 eV
LUMO level = -5.25 eV
Total charge = +1
Energy above the lowest of the compared OMol25 structures with the same formula, charge and spin = 60.8 kcal/mol